(1)
{"formula": "C81H181N11O6", "method": "the ωB97M-V functional and the def2-TZVPD basis", "largest_force_ev_per_a": 6.7, "e_homo_ev": -19.320, "gap_ev": 5.36, "charge": 8, "species": ["O", "O", "O", "O", "O", "O", "N", "N", "N", "N", "N", "N", "N", "N", "N", "N", "N", "C", "C", "C", "C", "C", "C", "C", "C", "C", "C", "C", "C", "C", "C", "C", "C", "C", "C", "C", "C", "C", "C", "C", "C", "C", "C", "C", "C", "C", "C", "C", "C", "C", "C", "C", "C", "C", "C", "C", "C", "C", "C", "C", "C", "C", "C", "C", "C", "C", "C", "C", "C", "C", "C", "C", "C", "C", "C", "C", "C", "C", "C", "C", "C", "C", "C", "C", "C", "C", "C", "C", "C", "C", "C", "C", "C", "C", "C", "C", "C", "C", "H", "H", "H", "H", "H", "H", "H", "H", "H", "H", "H", "H", "H", "H", "H", "H", "H", "H", "H", "H", "H", "H", "H", "H", "H", "H", "H", "H", "H", "H", "H", "H", "H", "H", "H", "H", "H", "H", "H", "H", "H", "H", "H", "H", "H", "H", "H", "H", "H", "H", "H", "H", "H", "H", "H", "H", "H", "H", "H", "H", "H", "H", "H", "H", "H", "H", "H", "H", "H", "H", "H", "H", "H", "H", "H", "H", "H", "H", "H", "H", "H", "H", "H", "H", "H", "H", "H", "H", "H", "H", "H", "H", "H", "H", "H", "H", "H", "H", "H", "H", "H", "H", "H", "H", "H", "H", "H", "H", "H", "H", "H", "H", "H", "H", "H", "H", "H", "H", "H", "H", "H", "H", "H", "H", "H", "H", "H", "H", "H", "H", "H", "H", "H", "H", "H", "H", "H", "H", "H", "H", "H", "H", "H", "H", "H", "H", "H", "H", "H", "H", "H", "H", "H", "H", "H", "H", "H", "H", "H", "H", "H", "H", "H", "H", "H", "H", "H", "H", "H", "H", "H", "H", "H", "H", "H", "H", "H", "H", "H", "H", "H"], "coordinates": [[-23.4862, 17.4563, -20.8211], [-25.1181, 12.1396, -17.2079], [-26.7359, 11.7724, -15.7694], [-21.4805, 17.1551, -20.3043], [-25.4832, 10.1375, -16.5709], [-22.8609, 15.7197, -19.7250], [-15.1631, 14.3243, -25.2159], [-17.2296, 19.9450, -19.9580], [-29.6155, 18.0393, -19.6981], [-19.0328, 13.9807, -17.7283], [-24.6279, 24.0536, -17.8406], [-22.3141, 13.0797, -22.7616], [-25.2773, 15.3462, -14.8567], [-22.6135, 16.7401, -20.2963], [-28.8908, 11.2917, -19.1260], [-20.2974, 22.0727, -13.7880], [-21.5935, 19.7007, -23.3919], [-17.1148, 20.4985, -18.5089], [-18.7884, 23.0617, -12.0711], [-21.7770, 22.5432, -13.8293], [-20.0066, 21.2872, -15.1369], [-28.1711, 15.3689, -12.0170], [-18.9613, 14.4298, -20.3209], [-20.4982, 20.7325, -23.5005], [-26.0883, 24.0808, -17.3085], [-25.7838, 11.3380, -16.4521], [-28.2920, 12.7669, -18.8384], [-16.4666, 21.8882, -18.6045], [-23.5253, 16.7066, -15.8530], [-15.2479, 13.8631, -26.6968], [-20.7513, 19.9847, -15.2800], [-14.8038, 19.0974, -19.7354], [-23.9664, 24.8091, -16.6360], [-24.3972, 14.0270, -14.4816], [-19.3690, 23.3247, -13.4234], [-14.3251, 15.6740, -25.0596], [-24.2660, 19.1649, -26.2704], [-32.0956, 17.5749, -20.2532], [-18.1065, 13.8771, -16.5398], [-25.5719, 15.4970, -16.3629], [-16.1815, 18.7570, -20.1801], [-20.9622, 21.8379, -22.5241], [-24.7361, 21.6460, -18.9038], [-16.9273, 21.1351, -20.8510], [-25.4197, 15.6665, -22.6907], [-27.6297, 20.0723, -17.1142], [-22.4662, 19.9767, -24.6178], [-29.2218, 18.7690, -18.4189], [-22.3093, 12.6609, -21.3025], [-19.4282, 11.7819, -16.6536], [-14.4786, 13.3333, -24.2470], [-20.6818, 11.6494, -23.9948], [-18.2822, 14.5680, -18.9896], [-26.7521, 11.4717, -20.1535], [-13.0002, 13.7305, -24.4651], [-23.0753, 14.4605, -22.8910], [-23.6487, 19.0088, -24.8772], [-31.3052, 18.1166, -21.4489], [-22.9919, 12.0350, -23.6225], [-22.3867, 20.0081, -22.1299], [-27.6237, 10.4932, -19.4610], [-24.6796, 24.4021, -15.4052], [-17.4040, 15.6221, -25.5610], [-18.5366, 19.1766, -20.1320], [-18.6007, 15.6260, -21.2617], [-30.8104, 11.6410, -17.3990], [-24.0831, 22.6236, -17.8616], [-30.1556, 18.9221, -20.8477], [-24.3441, 24.6190, -19.2000], [-20.4256, 19.2364, -16.6281], [-21.1019, 18.3063, -23.4616], [-16.6365, 14.5989, -24.7385], [-26.0109, 23.7498, -15.7609], [-28.4390, 17.0728, -20.0925], [-24.4517, 16.5999, -14.6373], [-19.7415, 22.0662, -11.3707], [-24.3324, 16.0904, -17.0273], [-20.2088, 14.9873, -17.4938], [-20.8824, 13.0925, -23.3857], [-12.8998, 15.2497, -24.5585], [-13.8233, 18.0081, -20.3496], [-22.2032, 21.4604, -21.8593], [-26.6517, 15.3781, -14.1240], [-20.1192, 21.1114, -12.5725], [-27.9336, 19.5403, -18.5348], [-21.9578, 10.9666, -23.9140], [-24.2999, 20.1921, -18.9641], [-26.6536, 15.4140, -12.5402], [-18.8014, 12.8631, -15.6605], [-16.2162, 22.2781, -19.9716], [-31.4382, 11.0229, -16.0815], [-26.9672, 12.9326, -19.6462], [-19.6313, 12.5343, -17.9853], [-29.7050, 11.3626, -20.3906], [-29.6888, 10.7839, -17.9020], [-18.7007, 16.1012, -24.8794], [-30.8755, 17.0723, -19.4341], [-24.4942, 14.4766, -22.3264], [-25.8227, 21.7092, -18.8461], [-16.8876, 16.5568, -25.7791], [-12.0490, 15.4521, -25.2090], [-26.9029, 24.0622, -15.2178], [-30.5885, 19.8052, -20.3778], [-28.0195, 12.7055, -17.7847], [-19.7917, 24.3230, -13.5370], [-20.9158, 14.5080, -16.8167], [-21.9479, 10.2064, -23.1329], [-28.7590, 16.2136, -12.3761], [-24.3893, 14.4392, -21.2421], [-25.0685, 24.1124, -19.8377], [-22.0886, 21.6946, -20.8010], [-26.0615, 14.5353, -12.2844], [-26.2025, 13.3894, -19.0179], [-18.5272, 23.1839, -14.1014], [-17.5485, 15.8075, -21.4808], [-30.5318, 12.0251, -20.1348], [-17.3683, 13.9782, -19.0602], [-29.2606, 17.9588, -17.6907], [-23.2961, 17.7707, -15.9103], [-21.5797, 11.8644, -21.1567], [-19.1940, 15.6511, -22.1758], [-24.6924, 25.1747, -14.6364], [-30.0374, 19.4300, -18.1257], [-16.5117, 14.9460, -23.7128], [-14.8564, 16.3727, -24.4134], [-21.1215, 22.7107, -23.1573], [-21.9798, 17.6735, -23.3306], [-24.8484, 16.5266, -23.0396], [-13.9140, 17.9229, -21.4324], [-18.8379, 13.4396, -20.7595], [-20.2111, 11.7386, -24.9739], [-24.1754, 23.5253, -14.9990], [-23.9560, 16.4784, -13.6741], [-20.3336, 19.4097, -14.4536], [-24.1175, 25.8767, -16.7951], [-18.7312, 18.8399, -21.1502], [-20.0497, 14.3866, -20.2815], [-30.8098, 11.3216, -15.2425], [-19.9916, 11.1247, -23.3342], [-14.6500, 12.2826, -24.4811], [-23.8147, 11.5373, -23.1092], [-15.9981, 13.0736, -26.7419], [-26.6821, 11.4670, -21.2412], [-12.2691, 13.3955, -23.7293], [-14.7779, 13.5387, -23.2193], [-18.9988, 12.0882, -18.7527], [-25.9097, 22.6703, -15.6484], [-18.8543, 16.5590, -20.7583], [-17.9269, 14.8551, -16.0932], [-21.1944, 18.5011, -16.8654], [-18.0625, 20.6502, -17.9922], [-20.1612, 20.8256, -24.5329], [-23.6422, 15.4498, -17.5763], [-27.5711, 17.6991, -20.2988], [-27.8916, 9.6096, -20.0402], [-19.3885, 19.8237, -19.9233], [-20.8429, 15.0777, -18.3757], [-30.0274, 10.3545, -20.6512], [-26.3727, 16.2357, -16.3973], [-26.7468, 23.4583, -17.9143], [-15.5168, 14.6979, -27.3440], [-16.6105, 19.7626, -17.8826], [-19.1588, 15.2821, -24.3249], [-23.8018, 14.0246, -15.3947], [-17.5227, 15.2365, -26.5736], [-14.5758, 19.2543, -18.6812], [-30.9506, 17.3313, -22.1166], [-14.2210, 13.5387, -26.8649], [-19.2062, 20.5501, -12.7713], [-17.2197, 13.3781, -16.9306], [-21.0314, 20.5946, -12.2745], [-22.6038, 21.8515, -13.6680], [-18.5637, 23.9874, -11.5414], [-18.9593, 21.1890, -14.8512], [-27.2333, 10.2007, -18.4862], [-18.4824, 18.3301, -19.4474], [-28.4103, 16.2761, -19.3492], [-21.7936, 20.0717, -25.4703], [-23.0027, 22.1053, -22.2239], [-26.1644, 15.4582, -23.4589], [-14.6136, 20.0585, -20.2133], [-25.7119, 11.2089, -19.9612], [-17.9302, 21.3890, -21.1944], [-20.3488, 11.4360, -16.1834], [-23.2911, 12.4059, -24.6028], [-18.4487, 16.8617, -24.1404], [-24.3929, 19.1730, -24.0978], [-23.4680, 17.9362, -24.8072], [-27.9967, 20.2824, -19.3307], [-12.5455, 13.4264, -25.4079], [-23.3004, 12.2654, -21.0801], [-24.9468, 13.5619, -22.7092], [-26.6208, 20.4673, -16.9946], [-21.8389, 19.9896, -15.2066], [-12.8609, 18.4923, -20.1838], [-22.0618, 13.4745, -20.6207], [-23.7657, 18.5891, -27.0491], [-16.6467, 23.2222, -20.3055], [-24.6248, 19.8198, -19.9357], [-31.5453, 9.9388, -16.1174], [-17.0694, 13.6130, -24.5694], [-25.3103, 18.8542, -26.2399], [-22.6382, 16.0913, -15.7025], [-31.5171, 11.7485, -18.2219], [-17.9199, 22.4200, -12.2194], [-26.1022, 16.2783, -12.1699], [-12.6103, 15.6229, -23.5761], [-16.5147, 20.8620, -21.8222], [-19.5229, 13.2499, -14.9408], [-32.7585, 18.2688, -19.7363], [-15.1844, 22.3081, -20.3217], [-14.3178, 16.0930, -26.0659], [-16.3425, 18.4509, -21.2138], [-21.9553, 23.0844, -14.7585], [-28.1507, 15.4141, -10.9281], [-23.2116, 20.1760, -18.9050], [-30.6649, 16.0028, -19.4346], [-28.8676, 10.6286, -17.2023], [-23.3004, 24.4369, -19.4564], [-23.0083, 22.7405, -18.0007], [-28.7869, 14.5483, -12.3851], [-16.4444, 17.8328, -19.6655], [-22.2596, 10.6383, -24.9086], [-25.9927, 14.5792, -16.7736], [-25.0743, 17.4938, -14.6715], [-24.4326, 21.9614, -19.9021], [-20.1561, 13.4018, -22.6340], [-24.0831, 22.1676, -16.8716], [-13.9027, 17.1030, -19.7474], [-26.0924, 15.9049, -21.8668], [-24.6016, 16.8716, -17.7382], [-20.7198, 18.0703, -24.4548], [-22.9133, 24.5338, -16.5783], [-22.4135, 15.1733, -22.3990], [-27.7501, 19.4304, -16.2416], [-19.3698, 21.3986, -10.5934], [-27.0581, 13.5741, -20.5228], [-20.2202, 22.1768, -21.8011], [-22.9649, 20.9422, -24.5332], [-20.4333, 19.8795, -17.5081], [-20.1981, 21.9783, -15.9577], [-21.8312, 19.4080, -21.4092], [-20.9518, 13.9349, -24.0739], [-25.0462, 13.1682, -14.3109], [-18.7413, 10.9494, -16.8058], [-24.4528, 11.5194, -17.5150], [-27.1794, 14.5079, -14.5143], [-22.9082, 14.6782, -23.9459], [-18.1954, 15.5949, -18.6347], [-21.9143, 23.2337, -12.9971], [-19.5868, 20.3717, -23.0238], [-18.1265, 12.2921, -15.0230], [-19.3385, 16.4499, -25.6917], [-20.6627, 12.6440, -18.3206], [-29.0367, 13.4776, -19.1967], [-20.2630, 17.9657, -22.8547], [-30.0322, 9.7820, -18.1599], [-17.1254, 22.5792, -18.0786], [-32.0251, 18.7168, -22.0053], [-29.1878, 11.9052, -21.1820], [-30.4668, 12.6686, -17.2801], [-24.2431, 20.2369, -26.4662], [-29.3197, 19.2222, -21.4796], [-28.1520, 21.0029, -16.8921], [-15.5608, 21.8343, -18.0006], [-26.2987, 25.1282, -17.5248], [-32.7292, 16.7193, -20.4869], [-24.6001, 25.6618, -19.0125], [-23.4000, 19.6066, -22.1227], [-19.7989, 15.9335, -17.1404], [-23.8035, 14.1992, -13.5838], [-28.7444, 16.7088, -21.0735], [-27.0606, 18.8934, -18.6206], [-20.6397, 22.4495, -10.8864], [-27.2920, 16.2229, -14.3777], [-24.7506, 19.4594, -18.2948], [-31.1653, 17.3328, -18.4162], [-32.3871, 11.4701, -15.7853], [-19.4321, 18.7893, -16.5928]]}

---

(2)
{"formula": "C6H6", "method": "the ωB97M-V functional and the def2-TZVPD basis", "largest_force_ev_per_a": 1.0, "e_homo_ev": -9.879, "e_above_lowest_ev": 4.4422, "gap_ev": 10.88, "species": ["C", "C", "C", "C", "C", "C", "H", "H", "H", "H", "H", "H"], "coordinates": [[1.2072, 0.7103, 0.6867], [-0.2608, -1.5115, -0.0199], [-0.1333, -0.1262, 0.5520], [-0.8334, 0.7728, -0.3444], [-1.0616, 1.5682, -1.2132], [-0.6025, -2.5734, -0.4905], [-0.5979, -0.1941, 1.5493], [-0.8778, -3.5123, -0.9420], [1.8300, 0.1956, 1.4007], [0.9755, 1.7337, 1.0466], [-1.4272, 2.1175, -2.0374], [1.7444, 0.8844, -0.2580]]}